15
Properties=species:S:1:pos:R:3:nbo_charge:R:1 method="wB97M-V/def2-TZVPD" e_above_lowest_kj_mol=64.5 smiles=Cc1cc(N)c[nH]1 homo_ev=-7.4 lumo_energy_ev=1.1
C 2.23 -0.61 -0.08 -0.6406
C 0.88 -0.05 0.24 0.1641
C -0.27 -0.74 0.00 -0.3641
C -1.36 0.17 0.01 0.1096
N -2.59 -0.28 -0.54 -0.8135
C -0.85 1.40 0.40 -0.1788
N 0.56 1.23 0.53 -0.5123
H 3.09 0.02 0.17 0.2136
H 2.34 -1.58 0.42 0.2263
H 2.25 -0.79 -1.16 0.2259
H -0.32 -1.79 -0.20 0.2047
H -3.46 0.01 -0.12 0.3756
H -2.57 -1.29 -0.66 0.3705
H -1.23 2.39 0.24 0.2089
H 1.29 1.90 0.74 0.4101

15
Properties=species:S:1:pos:R:3:nbo_charge:R:1 method="wB97M-V/def2-TZVPD" e_above_lowest_kj_mol=514.1 homo_ev="-7.9 / -8.8" lumo_energy_ev="-0.7 / 0.3"
C -2.15 -0.82 0.41 -0.6776
C -1.20 -0.34 -0.62 -0.0661
C -0.20 0.68 -0.39 -0.3024
N 0.91 -0.08 0.30 -0.3846
C 2.08 0.67 0.71 -0.2469
C 2.09 -0.29 -0.49 0.2493
N 2.50 -0.77 -1.51 -0.2467
H -2.10 -0.21 1.32 0.2100
H -1.93 -1.86 0.68 0.2288
H -3.18 -0.82 0.03 0.2251
H -1.15 -0.87 -1.57 0.1822
H 0.19 1.16 -1.30 0.2053
H -0.55 1.43 0.33 0.2027
H 2.15 1.73 0.44 0.2009
H 2.54 0.40 1.66 0.2200

15
Properties=species:S:1:pos:R:3:nbo_charge:R:1 method="wB97M-V/def2-TZVPD" e_above_lowest_kj_mol=234.5 smiles="[H]/N=C(/C=C)N1CC1" homo_ev=-9.7 lumo_energy_ev=1.0
H 0.90 2.05 -0.04 0.3244
N -0.10 1.92 0.00 -0.6384
C -0.41 0.69 0.01 0.4096
C -1.89 0.35 -0.03 -0.2479
C -2.36 -0.91 0.00 -0.3565
N 0.43 -0.47 -0.01 -0.4704
C 1.69 -0.35 0.72 -0.2511
C 1.70 -0.38 -0.74 -0.2425
H -2.54 1.24 0.00 0.2200
H -1.64 -1.73 0.07 0.2237
H -3.43 -1.03 -0.02 0.2045
H 1.93 0.57 1.28 0.2016
H 1.86 -1.25 1.32 0.2113
H 1.99 -1.27 -1.31 0.2145
H 1.86 0.59 -1.25 0.1973